Here is 7 unconnected molecules or ions with the total composition C33H34O19 at a distorted geometry from OMol25. Energies are from wB97M-V/def2-TZVPD.

```
86
Properties=species:S:1:pos:R:3:forces:R:3:lowdin_charge:R:1
O -0.891 -2.248 -7.985 0.8 -1.4 -0.8 0.123
C -1.443 -1.741 -7.054 -0.3 2.2 1.5 -0.417
C -2.473 -0.743 -7.217 -3.3 3.8 2.7 0.093
C -2.995 0.144 -6.097 1.2 -4.8 -3.1 -0.125
O -4.224 0.668 -6.066 1.9 -1.1 4.7 0.158
C -2.390 0.076 -4.725 0.8 -2.6 -2.7 -0.410
O -2.590 0.860 -3.870 -0.7 1.9 1.8 0.164
C -1.532 -1.080 -4.552 2.7 -3.6 -3.6 0.105
C -1.004 -1.963 -5.628 -0.5 2.3 2.8 -0.130
O 0.027 -2.842 -5.488 -1.2 1.1 1.7 0.087
H -2.971 -0.736 -8.219 0.4 0.2 1.1 0.127
H -4.325 0.971 -6.879 -1.9 2.3 -6.1 0.043
H -1.120 -1.098 -3.581 0.7 -0.5 0.9 0.086
H 0.354 -3.236 -6.301 -0.5 0.3 -0.8 0.113
O -1.780 -0.777 2.045 -1.5 0.2 1.5 0.088
C -1.392 -0.266 1.017 1.4 -1.2 -0.3 -0.436
C -0.240 -0.897 0.411 2.4 1.9 -7.4 0.103
C 0.278 -0.402 -0.988 -1.4 -2.3 4.4 -0.127
O 1.074 -1.067 -1.873 1.3 -0.2 3.8 0.037
C -0.224 0.908 -1.505 -1.7 0.6 -1.7 -0.353
O 0.239 1.387 -2.546 -0.1 -0.5 1.7 0.083
C -1.492 1.476 -0.936 -0.7 -4.5 6.7 0.141
C -2.090 0.864 0.407 1.1 5.1 -5.5 -0.098
O -3.141 1.463 1.109 2.3 -1.4 -1.8 0.075
H -0.055 -1.948 0.554 0.2 0.0 0.7 0.085
H 1.743 -1.629 -1.262 -2.2 0.8 -1.8 0.142
H -1.845 2.327 -1.409 -1.0 1.5 -0.6 0.082
H -3.249 0.867 1.861 -0.3 -0.2 0.5 0.096
O -1.286 5.187 0.364 0.1 0.0 -0.4 0.117
C -1.229 4.593 1.425 0.4 -0.8 -0.4 -0.383
C -0.506 3.360 1.640 -0.9 -1.6 8.0 0.107
C -0.445 2.687 3.020 0.4 0.4 -4.8 -0.053
O 0.302 1.524 3.295 -4.5 4.4 4.8 0.132
C -1.393 3.143 4.077 0.3 -2.9 3.5 -0.304
O -1.567 2.409 5.132 0.5 3.0 -4.2 0.061
C -2.018 4.389 3.796 -2.5 4.5 -2.5 0.074
C -1.963 5.117 2.556 -1.7 0.0 3.7 -0.146
O -2.662 6.311 2.322 1.1 -2.7 1.8 0.086
H 0.080 3.037 0.901 2.2 -1.4 -2.7 0.061
H 0.629 1.365 2.504 3.3 -2.0 -6.0 0.005
H -2.788 4.888 4.442 1.1 -1.0 0.0 0.146
H -2.635 6.459 1.376 0.3 0.0 -0.8 0.096
O 0.467 -0.837 7.632 -1.3 -0.3 -0.5 0.071
C -0.747 -1.119 7.453 4.2 3.6 -3.8 -0.408
C -1.429 -0.707 6.234 -4.7 -1.7 0.2 0.124
C -2.905 -1.109 6.131 7.8 3.4 -4.1 -0.161
O -3.591 -0.781 5.007 1.2 -0.2 0.2 0.078
C -3.512 -2.003 7.042 -2.1 1.1 2.0 -0.384
O -4.715 -2.209 6.866 1.1 -1.0 0.5 0.126
C -2.777 -2.276 8.274 5.7 1.1 -0.1 0.139
C -1.340 -1.812 8.457 -6.7 -4.9 4.2 -0.170
O -0.586 -2.121 9.564 -2.3 -0.4 -0.7 0.087
H -0.776 -0.167 5.499 -1.3 -0.4 0.6 0.123
H -2.921 -0.499 4.325 -0.9 -0.2 0.9 0.116
H -3.247 -3.028 8.830 -0.3 -0.6 1.5 0.093
H 0.317 -1.776 9.588 -0.2 0.5 -1.0 0.118
C 3.500 -4.484 1.195 2.1 -0.7 -2.6 -0.001
C 2.292 -4.024 0.536 -3.6 1.9 -1.1 -0.419
C 0.993 -4.823 0.722 2.0 0.8 -6.1 0.011
O 2.212 -2.986 -0.151 1.1 -1.6 1.1 0.016
H 3.368 -4.768 2.183 -0.6 -0.6 1.9 0.068
H 4.138 -3.600 1.160 0.7 -0.6 0.0 0.078
H 3.919 -5.441 0.626 -0.6 2.2 1.0 0.161
H 0.363 -4.784 -0.237 0.6 0.6 1.6 0.132
H 0.488 -4.769 1.566 -2.4 1.2 4.0 0.036
H 1.296 -5.798 0.697 0.9 -3.0 0.1 0.043
C 2.544 3.049 -4.695 3.0 2.4 0.3 -0.042
C 2.336 2.120 -5.874 1.0 -2.0 -2.1 -0.427
C 1.196 1.062 -5.835 4.4 4.0 4.2 0.011
O 3.085 2.088 -6.855 -0.9 0.7 1.7 0.042
H 1.620 3.597 -4.453 0.1 -1.0 0.8 0.067
H 3.201 4.041 -5.039 -1.2 -2.9 0.5 0.129
H 3.221 2.527 -3.804 -2.4 1.3 -2.2 0.125
H 1.247 0.216 -6.261 1.5 -5.4 -5.9 0.003
H 0.327 1.452 -6.046 -4.9 2.2 -0.3 0.035
H 1.282 0.454 -4.977 -0.7 0.8 3.0 0.075
C 4.900 -0.922 0.024 -4.8 1.0 7.6 0.017
C 3.904 0.206 -0.105 -0.1 1.3 0.5 -0.429
C 3.797 1.030 -1.422 2.9 6.0 7.3 -0.002
O 3.288 0.591 0.872 -0.2 -0.3 -0.7 0.047
H 5.587 -0.646 -0.537 6.9 1.6 -5.0 -0.011
H 4.444 -1.792 -0.213 -1.3 -2.9 -1.1 0.018
H 5.196 -0.988 1.161 -0.4 0.2 -2.3 0.152
H 3.076 1.899 -1.193 1.1 -1.3 -0.2 0.116
H 3.446 0.620 -2.168 -3.8 -5.0 -7.3 -0.049
H 4.729 1.513 -1.856 -0.5 -0.7 1.2 0.113
```
Positions in Å, forces in eV/Å.

Results
Strongest force on any atom (eV/A): 9.9
LUMO energy (hartree): -0.085
Electronic energy (eV): -73656.3233
Multiplicity: 1
Kohn-Sham gap (eV): 6.33
SMILES: O=C1C=C(O)C(=O)C=C1O.O=C1C=C(O)C(=O)C=C1O.O=C1C=C(O)C(=O)C=C1O.O=C1C=C(O)C(=O)C=C1O.CC(C)=O.CC(C)=O.CC(C)=O
HOMO energy (eV): -8.6
Energy above the lowest of the compared OMol25 structures with the same formula, charge and spin (kcal per mole): 28.6

Here is a single C3H3N3O2 molecule at a distorted geometry from OMol25. Energies are from wB97M-V/def2-TZVPD.

```
11
Properties=species:S:1:pos:R:3:forces:R:3:nbo_charge:R:1
O -0.820 1.522 2.081 1.7 -5.1 -1.7 -0.518
C -0.451 0.413 1.531 -3.0 2.4 5.2 0.383
C 0.050 0.386 0.238 -0.9 -0.6 0.6 -0.120
C 0.680 1.257 -0.582 0.9 2.0 -1.8 -0.025
N 1.023 0.572 -1.710 0.3 -0.1 1.7 -0.242
N 0.654 -0.660 -1.478 0.3 -2.4 -5.3 -0.084
N 0.001 -0.803 -0.431 0.8 2.9 1.7 0.180
O -0.781 -1.848 -0.133 0.2 -2.3 -2.1 -0.478
H -0.551 -0.770 2.047 0.1 3.5 -1.0 0.142
H 0.920 2.363 -0.569 -0.5 -1.7 0.6 0.251
H -0.724 -2.432 -0.993 -0.1 1.4 2.1 0.510
```
Positions in Å, forces in eV/Å.

Results
Strongest force on any atom (eV/A): 6.5
LUMO energy (hartree): -0.017
Electronic energy (eV): -11720.0724
Multiplicity: 1
Kohn-Sham gap (eV): 9.94
SMILES: O=Cc1cnnn1O
HOMO energy (eV): -10.4
Energy above the lowest of the compared OMol25 structures with the same formula, charge and spin (kcal per mole): 135.7

Here is 2 unconnected molecules or ions with the total composition C4H12 at a distorted geometry from OMol25. Energies are from wB97M-V/def2-TZVPD.

```
16
Properties=species:S:1:pos:R:3:forces:R:3:lowdin_spin:R:1
C -1.526 1.835 -1.277 0.7 0.4 -0.4 0.198
C -2.492 1.203 -0.299 0.0 0.7 0.1 0.154
H -1.306 2.870 -1.006 0.0 0.1 0.2 0.023
H -0.556 1.332 -1.345 -0.1 -0.1 0.2 0.044
H -1.884 1.914 -2.304 -0.3 -0.3 -0.1 0.019
H -3.464 1.661 -0.459 -0.5 -0.4 -0.3 0.014
H -2.491 0.115 -0.350 -0.3 0.0 0.0 0.040
H -2.285 1.529 0.719 0.5 -0.3 0.2 0.033
C 1.554 -1.863 1.371 0.6 -0.4 -0.7 0.143
C 2.434 -1.287 0.244 0.2 0.1 -0.3 0.179
H 1.856 -2.880 1.642 0.0 0.1 0.2 0.011
H 1.641 -1.207 2.222 -0.2 0.1 0.5 0.024
H 0.513 -1.906 1.052 0.0 0.1 0.1 0.040
H 1.773 -0.784 -0.462 0.2 0.2 -0.1 0.043
H 3.062 -1.976 -0.340 -0.5 -0.3 0.2 0.015
H 3.170 -0.556 0.593 -0.3 0.1 0.2 0.021
```
Positions in Å, forces in eV/Å.

Results
⟨S²⟩: 0.750
Strongest force on any atom (eV/A): 1.0
LUMO energy (spin up / spin down) (hartree): 0.162 / 0.165
Electronic energy (eV): -4340.7777
Total charge: -1
Multiplicity: 2
Kohn-Sham gap (spin up / spin down) (eV): 2.88 / 12.36
HOMO energy (spin up / spin down) (eV): 1.5 / -7.9
Energy above the lowest of the compared OMol25 structures with the same formula, charge and spin (kcal per mole): 6.0

Here is a single C4H3NO2 molecule at a distorted geometry from OMol25. Energies are from wB97M-V/def2-TZVPD.

```
10
Properties=species:S:1:pos:R:3:forces:R:3:nbo_charge:R:1
O -2.687 0.084 -0.591 -4.5 1.7 -3.9 -0.442
C -1.967 -0.177 0.246 6.9 -2.5 3.3 0.462
C -0.426 -0.138 0.091 0.7 4.6 -0.5 -0.047
C 0.360 1.011 0.075 -0.7 3.7 -1.1 0.025
O 1.650 0.645 -0.196 0.1 2.2 0.6 -0.406
C 1.614 -0.635 -0.244 4.4 -4.1 -1.1 0.359
N 0.448 -1.121 -0.091 -0.2 -4.0 0.0 -0.495
H -2.053 -0.628 1.212 -1.9 -0.3 1.3 0.109
H 0.311 2.226 -0.026 -0.5 -3.5 0.6 0.230
H 2.752 -1.267 -0.476 -4.1 2.2 0.9 0.205
```
Positions in Å, forces in eV/Å.

Results
Strongest force on any atom (eV/A): 8.0
LUMO energy (hartree): 0.032
Electronic energy (eV): -9778.4313
Multiplicity: 1
Kohn-Sham gap (eV): 10.47
SMILES: O=Cc1cocn1
HOMO energy (eV): -9.6
Energy above the lowest of the compared OMol25 structures with the same formula, charge and spin (kcal per mole): 75.1

Here is a single C4H12O2P2 molecule at a distorted geometry from OMol25. Energies are from wB97M-V/def2-TZVPD.

```
20
Properties=species:S:1:pos:R:3:forces:R:3:nbo_charge:R:1
C -2.275 1.758 -0.742 -3.9 -4.9 -1.6 -0.948
P -1.584 0.432 0.341 3.6 -0.4 -0.4 1.093
C -2.119 -1.283 -0.112 -1.7 -0.1 -1.7 -0.987
O 0.081 0.301 -0.491 0.1 0.7 0.6 -1.134
P 1.751 0.276 -0.227 -1.0 -0.8 -0.9 2.143
C 1.967 1.016 1.403 2.5 -1.5 -1.5 -1.015
C 1.907 -1.586 -0.089 3.7 1.0 3.0 -0.996
O 2.762 0.802 -1.222 -2.2 -0.6 1.1 -1.064
H -3.389 1.753 -0.503 1.2 0.5 0.5 0.236
H -2.427 1.487 -1.816 1.1 0.4 0.5 0.243
H -1.836 2.648 -0.550 1.4 2.8 0.5 0.242
H -3.247 -1.159 -0.207 1.1 -0.4 0.0 0.232
H -1.982 -2.086 0.619 0.3 0.8 0.5 0.251
H -1.754 -1.764 -1.068 -0.3 1.1 0.7 0.250
H 1.815 2.054 1.404 -0.5 1.4 -0.1 0.251
H 1.256 0.465 1.962 -0.2 -0.3 1.4 0.237
H 3.100 0.845 1.547 -1.9 0.0 0.5 0.256
H 1.366 -2.039 -0.811 -1.8 -1.1 -2.7 0.231
H 3.038 -1.818 -0.317 -2.1 0.3 0.7 0.245
H 1.570 -2.103 0.878 0.7 1.2 -1.1 0.233
```
Positions in Å, forces in eV/Å.

Results
Strongest force on any atom (eV/A): 6.5
LUMO energy (hartree): 0.028
Electronic energy (eV): -27015.5374
Multiplicity: 1
Kohn-Sham gap (eV): 9.90
SMILES: CP(C)OP(C)(C)=O
HOMO energy (eV): -9.1
Energy above the lowest of the compared OMol25 structures with the same formula, charge and spin (kcal per mole): 53.7

Here is 2 unconnected molecules or ions with the total composition C4H13N at a distorted geometry from OMol25. Energies are from wB97M-V/def2-TZVPD.

```
18
Properties=species:S:1:pos:R:3:forces:R:3:nbo_charge:R:1
C 1.910 1.444 -0.641 1.8 2.4 2.5 -0.628
C 1.288 0.110 -0.589 -0.8 -2.9 -1.4 -0.239
N 1.279 -0.915 0.513 2.3 0.7 -0.1 -0.817
H 2.109 1.910 0.416 -1.2 -0.7 -1.5 0.214
H 1.257 2.117 -1.241 0.5 -0.4 0.5 0.218
H 2.928 1.581 -0.970 0.4 -0.6 -0.9 0.207
H 1.435 -0.497 -1.580 -0.3 1.5 1.3 0.155
H 0.281 0.399 -0.474 -1.4 0.0 -0.8 0.201
H 2.152 -1.471 0.488 -0.5 0.5 0.2 0.340
H 0.596 -1.548 0.153 -0.6 -0.6 0.1 0.348
C -2.299 -1.016 0.447 -0.5 -3.7 2.3 -0.637
C -2.002 0.393 0.332 -1.4 4.8 -1.0 -0.651
H -1.500 -1.580 1.017 -0.7 0.6 -0.7 0.213
H -3.244 -1.366 0.986 1.0 1.2 -0.3 0.215
H -2.450 -1.542 -0.468 0.3 -0.1 -1.1 0.213
H -1.297 0.913 0.960 0.7 -0.8 0.7 0.225
H -2.862 1.105 0.495 0.1 -1.1 0.1 0.212
H -1.743 0.799 -0.663 0.2 -0.9 0.0 0.210
```
Positions in Å, forces in eV/Å.

Results
Strongest force on any atom (eV/A): 5.2
LUMO energy (hartree): 0.041
Electronic energy (eV): -5847.1074
Multiplicity: 1
Kohn-Sham gap (eV): 10.50
SMILES: CCN.CC
HOMO energy (eV): -9.4
Energy above the lowest of the compared OMol25 structures with the same formula, charge and spin (kcal per mole): 35.1

Here is 2 unconnected molecules or ions with the total composition CHF5N2 at a distorted geometry from OMol25. Energies are from wB97M-V/def2-TZVPD.

```
9
Properties=species:S:1:pos:R:3:forces:R:3:nbo_charge:R:1
F -2.332 -2.481 -0.431 -0.1 -0.2 0.8 -0.196
N -2.273 -1.155 -0.705 0.3 0.3 -1.4 -0.078
C -2.653 -0.370 0.194 1.3 -3.0 2.0 0.627
F -2.951 -0.688 1.468 0.0 0.8 -1.5 -0.264
N -2.910 0.905 -0.166 -1.3 4.5 -1.9 0.270
F -2.474 1.938 0.623 0.2 -1.1 0.8 -0.175
F -2.359 1.321 -1.395 -0.5 -1.5 1.1 -0.184
F 0.254 0.011 0.328 0.0 -0.1 0.4 -0.561
H 0.280 0.478 -0.464 0.0 0.1 -0.4 0.561
```
Positions in Å, forces in eV/Å.

Results
Strongest force on any atom (eV/A): 5.1
LUMO energy (hartree): 0.014
Electronic energy (eV): -17613.7414
Multiplicity: 1
Kohn-Sham gap (eV): 11.49
SMILES: F/N=C(\F)N(F)F.F
HOMO energy (eV): -11.1
Energy above the lowest of the compared OMol25 structures with the same formula, charge and spin (kcal per mole): 161.0